{"formula": "C39H39InN3O9S2", "method": "the ωB97M-V functional and the def2-TZVPD basis", "relative_energy_kj_mol": 194.0, "orbital_gap_ev": 7.188, "total_charge": 1, "lumo_ha": -0.1235, "symbols": ["In", "C", "O", "C", "C", "O", "C", "C", "O", "C", "H", "H", "H", "H", "H", "H", "H", "H", "H", "H", "H", "H", "H", "H", "C", "C", "C", "C", "C", "C", "C", "S", "O", "O", "O", "H", "H", "H", "H", "H", "H", "H", "O", "S", "C", "C", "C", "C", "C", "C", "C", "C", "C", "C", "C", "C", "H", "H", "H", "H", "H", "H", "H", "H", "H", "H", "O", "C", "N", "C", "O", "C", "C", "C", "C", "C", "C", "H", "H", "H", "H", "N", "C", "C", "C", "C", "C", "N", "C", "H", "H", "H", "H"], "xyz": [[0.642, 0.252, -0.436], [2.864, 0.809, 2.223], [1.551, 0.345, 1.913], [1.202, -0.831, 2.629], [-0.291, -0.891, 2.530], [-0.716, -1.069, 1.169], [-1.099, -2.435, 0.859], [-0.051, -3.163, 0.071], [0.029, -2.441, -1.131], [0.691, -3.168, -2.158], [2.902, 1.074, 3.282], [3.046, 1.700, 1.634], [3.612, 0.041, 2.007], [1.493, -0.744, 3.681], [1.707, -1.700, 2.197], [-0.700, 0.065, 2.849], [-0.711, -1.675, 3.160], [-2.006, -2.359, 0.259], [-1.336, -2.957, 1.786], [-0.375, -4.197, -0.103], [0.919, -3.188, 0.578], [0.118, -4.069, -2.394], [1.702, -3.443, -1.846], [0.729, -2.535, -3.037], [6.337, 0.924, -4.313], [4.849, 0.773, -4.183], [4.253, -0.481, -4.330], [2.883, -0.630, -4.244], [2.095, 0.487, -3.977], [2.657, 1.743, -3.832], [4.034, 1.874, -3.946], [0.371, 0.239, -3.803], [-0.092, -0.576, -4.870], [-0.209, 1.644, -3.782], [0.056, -0.288, -2.460], [6.858, 0.098, -3.829], [6.681, 1.858, -3.872], [6.627, 0.925, -5.365], [4.871, -1.345, -4.537], [2.427, -1.598, -4.403], [2.034, 2.609, -3.652], [4.479, 2.856, -3.843], [1.463, 2.881, -0.057], [-0.773, 2.402, 2.278], [0.490, 3.052, 3.352], [0.571, 2.532, 4.641], [1.578, 2.946, 5.501], [2.499, 3.894, 5.083], [2.411, 4.424, 3.803], [1.418, 3.999, 2.934], [-1.841, 3.798, 1.988], [-1.455, 4.854, 1.172], [-2.325, 5.910, 0.952], [-3.588, 5.904, 1.527], [-3.980, 4.843, 2.328], [-3.105, 3.792, 2.566], [-0.166, 1.810, 4.969], [1.630, 2.540, 6.503], [3.277, 4.229, 5.756], [3.124, 5.169, 3.476], [1.365, 4.399, 1.933], [-0.481, 4.851, 0.706], [-2.017, 6.737, 0.326], [-4.267, 6.727, 1.349], [-4.964, 4.832, 2.776], [-3.398, 2.967, 3.201], [3.914, 2.667, -0.912], [3.908, 1.459, -0.856], [2.785, 0.641, -0.763], [3.191, -0.622, -0.546], [2.322, -1.465, -0.275], [4.660, -0.733, -0.613], [5.526, -1.800, -0.501], [6.887, -1.512, -0.591], [7.340, -0.209, -0.770], [6.452, 0.863, -0.872], [5.110, 0.567, -0.800], [5.170, -2.809, -0.348], [7.607, -2.315, -0.513], [8.403, -0.025, -0.826], [6.799, 1.879, -1.001], [-3.570, 3.736, -4.246], [-2.623, 3.616, -3.608], [-1.448, 3.467, -2.810], [-0.616, 4.498, -2.532], [0.521, 4.289, -1.718], [0.597, 3.095, -1.076], [-0.236, 2.038, -1.292], [-1.031, 2.113, -2.446], [-0.845, 5.487, -2.907], [1.210, 5.079, -1.462], [2.362, 3.139, -0.351], [-1.856, 1.412, -2.400]], "lowdin_charge": [1.116, -0.032, -0.267, -0.164, -0.166, -0.167, -0.114, -0.199, -0.254, -0.056, 0.108, 0.090, 0.109, 0.149, 0.131, 0.058, 0.141, 0.148, 0.136, 0.145, 0.124, 0.107, 0.099, 0.065, -0.034, -0.254, -0.014, -0.035, -0.266, -0.032, -0.023, 0.655, -0.197, -0.194, -0.343, 0.077, 0.081, 0.095, 0.126, 0.118, 0.118, 0.128, -0.022, 1.029, -0.481, -0.105, -0.078, -0.078, -0.067, -0.091, -0.482, -0.091, -0.066, -0.071, -0.071, -0.096, 0.104, 0.108, 0.108, 0.110, 0.092, 0.081, 0.109, 0.109, 0.109, 0.103, 0.109, -0.386, 0.110, -0.419, 0.042, -0.088, 0.024, -0.041, -0.043, 0.012, -0.084, 0.126, 0.114, 0.116, 0.131, 0.169, -0.179, -0.193, 0.007, -0.019, -0.422, 0.052, -0.207, 0.136, 0.127, 0.077, 0.158]}